a | Here is a 2-piece molecular cluster, C5H11O3 overall from the OMol25 dataset. Energies are from ωB97M-V/def2-TZVPD.

Summary:
HOMO energy (spin up / spin down): -10.24 / -10.23 eV
HOMO-LUMO gap (spin up / spin down): 0.40044 / 0.25325 Eh
Spin multiplicity: 2
LUMO level (spin up / spin down): 0.659 / -3.343 eV
<S²>: 0.75

Last column: Löwdin spin population.
Element x y z (Å)
1 C -0.70 -1.25 1.23  0.042
2 C -2.04 -1.31 1.96  0.012
3 C -0.89 -1.63 -0.23  0.049
4 O -1.27 -2.72 -0.65  0.085
5 O -0.31 -0.79 -1.00  0.795
6 H -0.33 -0.19 1.21  0.007
7 H 0.00 -1.95 1.72  0.003
8 H -2.06 -0.89 2.95  0.002
9 H -2.23 -2.42 1.89  0.000
10 H -2.82 -0.84 1.37  0.001
11 C 1.80 2.77 -0.80  0.000
12 C 2.51 1.95 0.27  0.000
13 O 0.51 2.26 -1.15  0.002
14 H 1.68 3.81 -0.49  0.000
15 H 2.37 2.79 -1.71  0.000
16 H 2.85 2.55 1.10  0.000
17 H 0.50 1.32 -0.95  0.000
18 H 3.39 1.43 -0.09  0.000
19 H 1.83 1.28 0.81  0.000

b | Here is a 2-piece molecular cluster, C5H11O3 overall from the OMol25 dataset. Energies are from ωB97M-V/def2-TZVPD.

Summary:
HOMO energy (spin up / spin down): -9.71 / -10.25 eV
HOMO-LUMO gap (spin up / spin down): 0.37228 / 0.30829 Eh
Spin multiplicity: 2
LUMO level (spin up / spin down): 0.418 / -1.865 eV
<S²>: 0.77

Last column: Löwdin spin population.
Element x y z (Å)
1 C 0.85 -1.58 0.65  0.002
2 O -0.52 -1.94 0.39  0.020
3 C 0.94 -0.27 1.41  0.022
4 C 0.43 0.98 0.69  0.063
5 C -1.07 1.09 0.87  0.455
6 C -2.07 1.22 -0.09  0.078
7 O -3.28 1.16 0.13  0.316
8 H 1.34 -2.46 1.15  0.002
9 H 1.42 -1.43 -0.31  0.000
10 H 2.13 -0.17 1.59  0.001
11 H 0.48 -0.41 2.43  0.000
12 H 0.85 1.87 1.12  0.023
13 H 0.80 1.10 -0.28  0.000
14 H -1.47 1.11 1.89  0.015
15 H -1.02 -1.10 0.14  0.005
16 H -1.57 1.49 -1.10  -0.001
17 H 0.69 0.44 -3.96  0.000
18 H 0.41 -0.58 -2.90  0.000
19 O 0.67 -0.50 -3.85  0.000

So which one is most stable? That would be a, about 0.116 eV below the next structure.

a | Here is a 2-piece molecular cluster, H4NPSi overall from the OMol25 dataset. Energies are from ωB97M-V/def2-TZVPD.

Summary:
HOMO energy (spin up / spin down): -9.03 / -9.07 eV
HOMO-LUMO gap (spin up / spin down): 0.26972 / 0.26939 Eh
LUMO level (spin up / spin down): -1.692 / -1.738 eV

Last column: Löwdin charge in e.
Element x y z (Å)
1 N 1.17 0.72 -0.81  -0.268
2 Si 1.13 -0.20 0.49  0.540
3 P -2.82 -0.71 -0.18  0.431
4 H -1.92 0.29 -0.58  -0.388
5 H 2.10 -1.15 0.58  -0.138
6 H 0.04 -0.13 1.60  -0.096
7 H 0.29 1.18 -1.09  -0.082

b | Here is H4NPSi in the gas phase from the OMol25 dataset. Energies are from ωB97M-V/def2-TZVPD.

Summary:
HOMO energy: -8.44 eV
HOMO-LUMO gap: 0.31820 Eh
LUMO level: 0.215 eV
SMILES string: [H]/P=N\[SiH3]

Last column: Löwdin charge in e.
Element x y z (Å)
1 N 1.31 1.17 0.78  -0.623
2 Si 0.15 -0.62 0.22  0.676
3 P 0.91 2.64 0.70  0.529
4 H 0.71 -1.21 1.38  -0.140
5 H -1.16 -0.51 0.56  -0.147
6 H 0.93 -1.10 -0.93  -0.096
7 H -0.46 2.93 0.26  -0.200

So which one is most stable? That would be b, about 1.550 eV below the next structure.

a | Here is a 2-piece molecular cluster, C4H6N overall from the OMol25 dataset. Energies are from ωB97M-V/def2-TZVPD.

Summary:
Net charge: +1
HOMO energy (spin up / spin down): -14.89 / -14.89 eV
HOMO-LUMO gap (spin up / spin down): 0.27000 / 0.26997 Eh
LUMO level (spin up / spin down): -7.542 / -7.542 eV

Last column: Löwdin charge in e.
Element x y z (Å)
1 C -2.35 0.40 -0.08  0.193
2 C 2.77 0.07 -0.32  -0.048
3 C -1.03 0.58 0.01  -0.154
4 C 0.04 -0.28 -0.27  0.254
5 N 1.78 0.61 0.19  0.115
6 H -3.16 1.11 -0.20  0.102
7 H -2.86 -0.60 -0.25  0.131
8 H 3.52 0.70 -0.02  0.070
9 H 2.91 -0.80 -0.99  0.123
10 H -0.49 1.48 0.07  0.107
11 H 0.12 -0.91 -1.15  0.108

b | Here is a 2-piece molecular cluster, C4H6N overall from the OMol25 dataset. Energies are from ωB97M-V/def2-TZVPD.

Summary:
Net charge: +1
HOMO energy: -14.56 eV
HOMO-LUMO gap: 0.32048 Eh
LUMO level: -5.844 eV

Last column: Löwdin charge in e.
Element x y z (Å)
1 C -2.55 0.65 -0.01  0.322
2 C -0.10 -1.92 -0.13  0.144
3 C -0.46 -0.66 -0.01  -0.149
4 C 0.97 1.05 0.12  0.160
5 N -1.54 0.13 0.07  0.088
6 H -3.47 0.95 0.43  0.139
7 H -0.81 -2.73 -0.18  0.095
8 H 0.92 -1.98 -0.17  0.058
9 H 0.77 1.51 1.01  -0.007
10 H 2.04 0.65 -0.05  0.080
11 H 0.45 1.42 -0.85  0.069

c | Here is C4H6N as an isolated structure from the OMol25 dataset. Energies are from ωB97M-V/def2-TZVPD.

Summary:
Net charge: +1
HOMO energy: -14.94 eV
HOMO-LUMO gap: 0.33186 Eh
LUMO level: -5.908 eV

Last column: Löwdin charge in e.
Element x y z (Å)
1 C -0.56 -1.28 -0.02  0.089
2 C -0.86 -0.01 -0.31  -0.208
3 C 0.63 -0.80 0.74  -0.088
4 C -0.70 1.07 -1.17  0.289
5 N 0.32 0.61 0.39  0.074
6 H -1.00 -2.24 -0.21  0.127
7 H 0.60 -0.92 1.83  0.153
8 H 1.60 -1.13 0.35  0.146
9 H -0.30 0.95 -2.17  0.136
10 H -0.98 2.07 -0.87  0.126
11 H 0.18 1.31 1.11  0.158

So which one is most stable? That would be c, about 0.883 eV below the next structure.

a | Here is a 2-piece molecular cluster, C3H6N2O overall from the OMol25 dataset. Energies are from ωB97M-V/def2-TZVPD.

Summary:
HOMO energy (spin up / spin down): -6.00 / -10.09 eV
HOMO-LUMO gap (spin up / spin down): 0.25016 / 0.34603 Eh
Spin multiplicity: 3
LUMO level (spin up / spin down): 0.809 / -0.670 eV
<S²>: 2.00

Last column: Löwdin spin population.
Element x y z (Å)
1 C -1.87 0.76 1.24  1.353
2 C 1.00 1.37 -1.75  0.005
3 C 2.01 -0.81 -0.87  0.002
4 N -2.49 -0.33 1.52  0.459
5 N 1.73 0.48 -1.42  0.002
6 O 0.51 2.34 -2.20  0.003
7 H -1.49 1.15 2.19  0.118
8 H 2.83 -0.82 -0.28  0.000
9 H 1.17 -0.92 -0.09  0.004
10 H 2.09 -1.53 -1.65  0.000
11 H -2.40 -0.82 2.44  0.030
12 H -3.08 -0.87 0.86  0.023

b | Here is C3H6N2O in the gas phase from the OMol25 dataset. Energies are from ωB97M-V/def2-TZVPD.

Summary:
HOMO energy (spin up / spin down): -4.68 / -10.47 eV
HOMO-LUMO gap (spin up / spin down): 0.20485 / 0.33243 Eh
Spin multiplicity: 3
LUMO level (spin up / spin down): 0.891 / -1.423 eV
<S²>: 2.01

Last column: Löwdin spin population.
Element x y z (Å)
1 C -0.64 0.49 -2.11  0.658
2 C -1.16 -0.62 -0.23  0.026
3 C 1.05 0.10 0.71  0.054
4 N 0.50 0.36 -1.61  0.592
5 N 0.42 -0.36 -0.49  0.382
6 O -1.74 0.05 -1.30  0.192
7 H -0.85 1.18 -2.99  0.046
8 H -1.28 -1.72 -0.15  0.013
9 H -1.50 -0.20 0.66  0.011
10 H 0.61 1.04 1.19  0.020
11 H 0.85 -0.71 1.45  0.002
12 H 2.14 0.33 0.33  0.002

c | Here is a 2-piece molecular cluster, C3H6N2O overall from the OMol25 dataset. Energies are from ωB97M-V/def2-TZVPD.

Summary:
HOMO energy (spin up / spin down): -5.37 / -10.17 eV
HOMO-LUMO gap (spin up / spin down): 0.23091 / 0.36166 Eh
Spin multiplicity: 3
LUMO level (spin up / spin down): 0.916 / -0.325 eV
<S²>: 2.01

Last column: Löwdin spin population.
Element x y z (Å)
1 C 2.73 -0.25 -2.02  0.140
2 C 0.34 -0.63 0.07  0.487
3 C -1.54 0.63 1.12  0.047
4 N 1.98 0.66 -1.69  0.788
5 N -0.33 0.46 0.34  0.114
6 O 0.68 -1.72 0.04  0.296
7 H 3.36 -0.16 -2.93  0.054
8 H 2.59 -1.23 -1.62  0.040
9 H -1.78 1.67 1.34  0.007
10 H -2.35 0.30 0.57  0.002
11 H -1.72 -0.09 1.99  0.001
12 H 0.13 1.27 -0.14  0.025

So which one is most stable? That would be c, about 0.222 eV below the next structure.